No. 1
{
  "formula": "C28H40BeCl3N2OSbSi3",
  "method": "ωB97M-V/def2-TZVPD",
  "homo_lumo_gap_ev": 7.809,
  "charge": 0,
  "species": ["Be", "C", "Sb", "C", "C", "C", "C", "C", "C", "N", "Si", "C", "C", "C", "C", "C", "C", "C", "C", "C", "N", "Si", "C", "C", "C", "Si", "C", "C", "C", "H", "H", "H", "H", "H", "H", "H", "H", "H", "H", "H", "H", "H", "H", "H", "H", "H", "H", "H", "H", "H", "H", "H", "H", "H", "H", "H", "H", "H", "H", "H", "H", "H", "H", "H", "H", "H", "H", "Cl", "C", "C", "C", "Cl", "C", "O", "C", "Cl", "C", "H", "H"],
  "xyz": [[-0.00919, 0.28253, 0.02003], [-4.64247, 1.15248, -0.57769], [-2.80940, 0.10225, -0.95892], [-1.57057, 0.48630, 0.76979], [-1.86406, 1.69463, 1.60637], [-0.81529, 2.48616, 2.09711], [-1.07988, 3.55885, 2.92305], [-2.39582, 3.83953, 3.26219], [-3.37579, 3.00439, 2.75492], [-3.13087, 1.96188, 1.95958], [-1.86624, -1.02708, 1.86133], [-3.67550, -1.40246, 2.17204], [-1.07225, -0.69221, 3.51975], [-1.14466, -2.54906, 1.03142], [-1.87686, 1.43743, -2.52104], [-0.39081, 1.22258, -2.58922], [0.34409, 1.77280, -3.65607], [1.63743, 1.39190, -3.91652], [2.23688, 0.43347, -3.10736], [1.53208, 0.00153, -2.01841], [0.27100, 0.41173, -1.71818], [-2.51142, 0.53733, -4.10944], [-2.30953, 1.53342, -5.68809], [-4.32647, 0.08740, -4.01234], [-1.52435, -1.03791, -4.32056], [-2.37735, 3.27604, -2.50805], [-1.37002, 4.39801, -3.63893], [-4.13503, 3.53637, -3.10109], [-2.11605, 4.01429, -0.81976], [-5.06800, 0.69769, 0.31653], [-5.31406, 1.00304, -1.42253], [-4.49094, 2.20981, -0.38274], [0.20366, 2.24705, 1.82585], [-0.26824, 4.17024, 3.30074], [-2.65317, 4.66968, 3.90606], [-4.42061, 3.17527, 2.99790], [-4.19885, -0.52451, 2.55805], [-3.76019, -2.21396, 2.90127], [-4.18356, -1.72582, 1.25648], [-1.55205, 0.16994, 3.99496], [-0.00824, -0.46882, 3.42492], [-1.18267, -1.55039, 4.18896], [-1.76180, -2.86703, 0.18777], [-1.10376, -3.37689, 1.74660], [-0.12688, -2.37795, 0.66870], [-0.14909, 2.47021, -4.30881], [2.17078, 1.81833, -4.75704], [3.23664, 0.06660, -3.28896], [1.97300, -0.68538, -1.31209], [-2.80844, 2.50342, -5.64228], [-2.77273, 0.96524, -6.50124], [-1.26450, 1.69335, -5.95915], [-4.97244, 0.94999, -3.84415], [-4.52716, -0.65407, -3.23604], [-4.60833, -0.35746, -4.97223], [-0.46167, -0.83605, -4.48696], [-1.89815, -1.58622, -5.19040], [-1.61612, -1.68700, -3.44663], [-1.35212, 4.09789, -4.68862], [-0.34084, 4.52766, -3.29501], [-1.85775, 5.37657, -3.58925], [-4.22160, 3.33359, -4.17181], [-4.38109, 4.59208, -2.94994], [-4.88194, 2.94369, -2.57913], [-1.09277, 3.83086, -0.47865], [-2.79192, 3.61489, -0.06304], [-2.26237, 5.09780, -0.86958], [5.68175, 0.99913, 4.37734], [4.38291, 0.65593, 3.27311], [3.96935, 1.62793, 2.38087], [2.93425, 1.33954, 1.51272], [2.48426, 2.52920, 0.32323], [2.25328, 0.10712, 1.51582], [1.26963, -0.13805, 0.68681], [2.75284, -0.85821, 2.40119], [2.07895, -2.45249, 2.36342], [3.79140, -0.59170, 3.27753], [4.45633, 2.59265, 2.34993], [4.13431, -1.36494, 3.95031]],
  "atomic_forces_ev_per_a": [[-0.2, 0.1, 0.1], [0.0, 0.0, 0.0], [0.1, 0.1, 0.1], [-0.4, 0.1, -0.4], [0.1, 0.0, 0.0], [0.0, 0.0, 0.0], [0.1, 0.0, 0.0], [0.0, 0.0, 0.0], [0.0, 0.0, 0.0], [0.0, 0.0, 0.0], [0.1, 0.0, 0.0], [-0.1, 0.1, -0.1], [0.0, 0.0, 0.1], [0.1, 0.0, -0.1], [0.2, -0.1, 0.0], [0.0, -0.1, 0.1], [0.0, -0.1, 0.0], [0.0, 0.0, 0.0], [0.0, 0.0, 0.0], [-0.2, 0.0, 0.0], [0.1, 0.1, 0.0], [0.0, 0.0, 0.0], [0.0, 0.1, -0.1], [-0.1, 0.0, 0.1], [0.1, -0.1, 0.0], [0.0, 0.0, 0.1], [0.1, 0.0, 0.0], [-0.1, 0.0, 0.0], [0.0, 0.0, 0.1], [0.0, 0.0, 0.0], [0.0, 0.0, 0.0], [0.0, 0.0, 0.0], [0.0, 0.0, 0.0], [0.0, 0.0, 0.0], [0.0, 0.0, 0.0], [0.0, 0.0, 0.0], [0.0, 0.0, 0.0], [0.0, 0.0, 0.0], [0.0, 0.0, 0.1], [0.0, -0.1, 0.0], [0.0, 0.0, 0.0], [0.0, 0.0, 0.0], [0.0, 0.0, 0.0], [0.0, 0.0, 0.0], [-0.1, -0.1, 0.0], [0.0, 0.0, 0.0], [0.0, 0.0, 0.0], [0.0, 0.0, 0.0], [0.0, 0.0, 0.0], [0.0, 0.0, 0.0], [0.0, 0.0, 0.0], [-0.1, 0.0, 0.0], [0.0, 0.0, 0.0], [0.0, 0.0, -0.1], [0.0, 0.0, 0.0], [-0.1, 0.0, 0.0], [0.0, 0.0, 0.0], [0.0, 0.0, 0.0], [0.0, 0.1, 0.0], [0.0, 0.0, 0.0], [0.0, 0.0, 0.0], [0.0, 0.0, 0.1], [0.0, 0.0, 0.0], [0.0, 0.0, 0.0], [0.0, 0.0, 0.0], [0.0, 0.0, 0.0], [0.0, 0.0, 0.0], [0.0, 0.0, 0.0], [0.0, 0.0, 0.0], [0.0, 0.1, 0.0], [0.0, 0.0, 0.0], [-0.1, 0.0, 0.0], [0.0, 0.2, -0.2], [0.2, -0.2, 0.3], [0.0, 0.0, 0.1], [0.0, 0.1, 0.0], [0.0, -0.1, 0.0], [0.0, 0.0, 0.0], [0.0, 0.0, 0.0]]
}

No. 2
{
  "formula": "C28H40Br4MnNO10PSi2",
  "method": "ωB97M-V/def2-TZVPD",
  "homo_lumo_gap_ev": [7.066, 7.175],
  "s2": 3.9999,
  "multiplicity": 4,
  "charge": -2,
  "species": ["Mn", "Br", "C", "C", "Br", "C", "Br", "C", "O", "C", "O", "C", "Br", "O", "C", "O", "C", "C", "C", "N", "C", "C", "C", "O", "O", "H", "H", "H", "C", "C", "C", "C", "O", "P", "O", "O", "O", "C", "C", "C", "C", "H", "H", "H", "H", "H", "H", "H", "H", "H", "H", "H", "H", "H", "H", "H", "H", "H", "H", "C", "Si", "C", "C", "C", "Si", "C", "C", "C", "H", "H", "H", "H", "H", "H", "H", "H", "H", "H", "H", "H", "H", "H", "H", "H", "H", "H", "H"],
  "xyz": [[0.13908, -0.11557, -0.67435], [0.57149, 6.40197, -2.40364], [0.01362, 4.77326, -1.62236], [-0.82347, 4.76821, -0.51664], [-1.41534, 6.39106, 0.25401], [-1.21939, 3.55091, 0.05666], [-2.37664, 3.44323, 1.54296], [-0.75376, 2.35158, -0.45452], [-1.07783, 1.16071, 0.01942], [0.11480, 2.36104, -1.57194], [0.49143, 1.17337, -2.01220], [0.47173, 3.56098, -2.15848], [1.58570, 3.46084, -3.67324], [5.29225, -3.97889, -3.28013], [4.47087, -4.34719, -2.41925], [4.35634, -5.43123, -1.81921], [3.41949, -3.27305, -2.02479], [3.44673, -2.00880, -2.59703], [2.49971, -1.06470, -2.24178], [1.54574, -1.35751, -1.35723], [1.54326, -2.55174, -0.74124], [2.44887, -3.53585, -1.05957], [0.51745, -2.65027, 0.35965], [0.34355, -3.66965, 0.99327], [-0.12421, -1.52879, 0.55606], [4.22246, -1.78182, -3.31486], [2.49084, -0.05607, -2.63128], [2.42774, -4.49201, -0.55675], [5.06221, -0.57832, 2.93104], [4.99423, -0.72133, 1.41355], [5.22263, -2.16842, 1.00318], [6.01278, 0.18787, 0.73685], [3.64117, -0.42757, 1.00521], [3.03932, 0.97956, 0.53479], [3.69159, 1.52382, -0.67475], [1.54120, 0.75522, 0.50493], [3.34953, 1.88232, 1.84238], [2.69440, 3.13633, 2.12481], [1.34798, 2.85594, 2.78326], [2.51735, 3.97277, 0.86377], [3.63097, 3.83957, 3.09863], [6.05397, -0.86476, 3.28991], [4.31838, -1.22727, 3.39625], [4.85688, 0.45063, 3.22359], [6.19340, -2.51665, 1.36212], [5.20052, -2.26696, -0.08181], [4.44204, -2.80583, 1.42050], [7.01618, -0.13787, 1.02247], [5.87638, 1.22752, 1.03510], [5.91210, 0.13615, -0.34617], [0.70734, 2.28648, 2.11172], [0.85057, 3.79502, 3.03893], [1.49296, 2.27176, 3.69456], [1.84379, 3.48037, 0.16379], [3.47258, 4.12039, 0.35968], [2.08817, 4.94284, 1.12817], [3.78907, 3.21629, 3.98080], [3.20368, 4.79406, 3.41322], [4.59598, 4.02294, 2.62321], [-2.00885, 1.32937, -3.91337], [-1.40679, -0.43004, -3.61134], [0.20562, -0.68106, -4.53599], [-2.63905, -1.54834, -4.52084], [-1.37795, -0.99039, -1.81824], [-3.01543, -0.94082, -0.87624], [-2.98336, -1.04605, 0.99166], [-3.98401, -2.48615, -1.38965], [-4.06177, 0.54475, -1.36356], [-1.46637, 1.74798, -4.76612], [-1.84206, 1.99282, -3.06654], [-3.07458, 1.35229, -4.14919], [0.65447, -1.65881, -4.34907], [0.93233, 0.09117, -4.28805], [-0.01512, -0.61470, -5.60634], [-2.54774, -1.38000, -5.59824], [-3.67363, -1.34302, -4.23882], [-2.44025, -2.60572, -4.32864], [-1.05700, -2.04122, -1.82158], [-2.46421, -0.20887, 1.45299], [-2.50476, -1.96718, 1.32432], [-4.02597, -1.04774, 1.33013], [-3.41187, -3.38634, -1.14902], [-4.23100, -2.51790, -2.45068], [-4.91859, -2.52860, -0.82155], [-3.53838, 1.48674, -1.19227], [-4.96725, 0.54912, -0.74906], [-4.36859, 0.50664, -2.41108]],
  "atomic_forces_ev_per_a": [[0.0, 0.0, 0.0], [0.0, 0.0, 0.0], [0.0, 0.0, 0.0], [0.0, 0.0, 0.0], [0.0, 0.0, 0.0], [0.0, 0.0, 0.0], [0.0, 0.0, 0.0], [0.0, 0.0, 0.0], [0.0, 0.0, 0.0], [0.0, 0.0, 0.0], [0.0, 0.0, 0.0], [0.0, 0.0, 0.0], [0.0, 0.0, 0.0], [0.0, 0.0, 0.0], [0.0, 0.0, 0.0], [0.0, 0.0, 0.0], [0.0, 0.0, 0.0], [0.0, 0.0, 0.0], [0.0, 0.0, 0.0], [0.0, 0.0, 0.0], [0.0, 0.0, 0.0], [0.0, 0.0, 0.0], [0.0, 0.0, 0.0], [0.0, 0.0, 0.0], [0.0, 0.0, 0.0], [0.0, 0.0, 0.0], [0.0, 0.0, 0.0], [0.0, 0.0, 0.0], [0.0, 0.0, 0.0], [0.0, 0.0, 0.0], [0.0, 0.0, 0.0], [0.0, 0.0, 0.0], [0.0, 0.0, 0.0], [0.0, 0.0, 0.0], [0.0, 0.0, 0.0], [-0.1, -0.1, 0.0], [0.0, 0.0, 0.0], [0.0, 0.0, 0.0], [0.0, 0.0, 0.0], [0.0, 0.0, 0.0], [0.0, 0.0, 0.0], [0.0, 0.0, 0.0], [0.0, 0.0, 0.0], [0.0, 0.0, 0.0], [0.0, 0.0, 0.0], [0.0, 0.0, 0.0], [0.0, 0.0, 0.0], [0.0, 0.0, 0.0], [0.0, 0.0, 0.0], [0.0, 0.0, 0.0], [0.0, 0.0, 0.0], [0.0, 0.0, 0.0], [0.0, 0.0, 0.0], [0.0, 0.0, 0.0], [0.0, 0.0, 0.0], [0.0, 0.0, 0.0], [0.0, 0.0, 0.0], [0.0, 0.0, 0.0], [0.0, 0.0, 0.0], [0.0, 0.0, 0.0], [0.0, 0.0, 0.0], [0.0, 0.0, 0.0], [0.0, 0.0, 0.0], [0.0, 0.0, 0.0], [0.0, 0.0, 0.0], [0.0, 0.0, 0.0], [0.0, 0.0, 0.0], [0.0, 0.0, 0.0], [0.0, 0.0, 0.0], [0.0, 0.0, 0.0], [0.0, 0.0, 0.0], [0.0, 0.0, 0.0], [0.0, 0.0, 0.0], [0.0, 0.0, 0.0], [0.0, 0.0, 0.0], [0.0, 0.0, 0.0], [0.0, 0.0, 0.0], [0.0, 0.0, 0.0], [0.0, 0.0, 0.0], [0.0, 0.0, 0.0], [0.0, 0.0, 0.0], [0.0, 0.0, 0.0], [0.0, 0.0, 0.0], [0.0, 0.0, 0.0], [0.0, 0.0, 0.0], [0.0, 0.0, 0.0], [0.0, 0.0, 0.0]]
}

In the order shown, the computed molar mass values come out to 742.030 1012.325 g mol⁻¹.